Record 1
{"formula": "C43H56CrN3OP2Si2", "method": "ωB97M-V/def2-TZVPD", "symbols": ["Cr", "P", "P", "Si", "Si", "O", "N", "N", "N", "C", "C", "C", "C", "C", "C", "C", "C", "C", "C", "C", "C", "C", "C", "C", "C", "C", "C", "C", "C", "C", "C", "C", "C", "C", "C", "C", "C", "C", "C", "C", "C", "C", "C", "C", "C", "C", "C", "C", "C", "C", "C", "C", "H", "H", "H", "H", "H", "H", "H", "H", "H", "H", "H", "H", "H", "H", "H", "H", "H", "H", "H", "H", "H", "H", "H", "H", "H", "H", "H", "H", "H", "H", "H", "H", "H", "H", "H", "H", "H", "H", "H", "H", "H", "H", "H", "H", "H", "H", "H", "H", "H", "H", "H", "H", "H", "H", "H", "H"], "coordinates": [[0.130, -0.748, 1.378], [1.629, 0.274, -0.644], [-1.604, 0.890, -1.272], [-3.082, 1.854, 1.526], [2.940, 1.216, 1.980], [-0.055, 1.880, 1.201], [-0.606, 0.855, 0.705], [1.978, 0.157, 0.916], [-2.001, 1.008, 0.345], [2.647, 3.107, 1.960], [-2.899, 0.130, -2.269], [-3.146, 3.709, 1.141], [-2.818, -2.092, 3.415], [3.568, 3.431, -2.422], [-0.044, 4.592, -3.448], [2.180, -3.640, 0.908], [4.087, -2.620, -1.991], [-4.926, 0.446, -3.510], [3.080, 2.598, -1.428], [3.221, 3.224, -3.745], [2.184, -2.739, 3.584], [-4.896, -0.894, -3.870], [0.910, -2.592, 2.804], [0.895, -3.142, 1.493], [-2.225, 1.453, 3.182], [2.406, 0.651, 3.721], [3.280, -3.445, -2.761], [-1.146, 2.467, -3.471], [2.360, 2.189, -4.081], [-3.885, -1.727, -3.416], [4.755, 0.768, 1.587], [1.864, 1.355, -3.101], [-4.726, 0.940, 1.220], [-0.447, -4.184, -0.391], [3.543, -1.522, -1.351], [-0.170, 0.121, -0.483], [-2.779, -2.787, 0.588], [-0.632, 3.552, -4.153], [-1.508, -2.268, 2.697], [2.189, -1.231, -1.493], [1.390, -2.040, -2.291], [-1.077, 2.422, -2.080], [-0.361, -1.900, 4.903], [1.932, -3.160, -2.903], [-1.491, -2.716, 1.359], [0.025, 4.547, -2.064], [2.228, 1.560, -1.770], [-3.928, 0.964, -2.705], [-2.876, -1.212, -2.620], [-0.319, -3.285, 0.806], [-0.483, 3.463, -1.368], [-0.303, -2.218, 3.435], [2.481, 1.493, 4.399], [-2.831, -2.740, 4.292], [-5.719, 1.088, -3.861], [1.313, -3.816, -3.495], [-1.587, 2.281, 3.477], [-3.371, 3.911, 0.096], [-0.401, -2.833, 5.468], [2.489, 3.442, 2.981], [0.358, 5.440, -3.979], [2.119, -2.304, 4.574], [-0.609, -3.637, -1.316], [0.350, -1.779, -2.446], [3.038, -0.128, 4.128], [-5.529, 1.457, 1.734], [-2.059, -1.837, -2.287], [5.078, 1.122, 0.612], [1.761, 3.388, 1.400], [-0.419, 3.422, -0.288], [5.404, 1.226, 2.324], [3.500, 3.665, 1.587], [4.152, -0.866, -0.744], [0.505, -1.337, 5.240], [-4.983, 0.911, 0.164], [-5.668, -1.285, -4.513], [-2.935, 1.288, 3.987], [2.953, -2.885, 1.019], [-3.913, 4.197, 1.736], [5.138, -2.839, -1.886], [2.087, 2.019, -5.108], [4.930, -0.304, 1.625], [-4.723, -0.083, 1.584], [1.207, 0.537, -3.370], [-0.685, 3.583, -5.230], [2.519, -4.539, 1.420], [-3.879, -2.770, -3.693], [-2.198, 4.189, 1.372], [3.026, -2.290, 3.061], [-1.291, -4.858, -0.247], [4.237, 4.233, -2.156], [-1.573, 0.580, 3.092], [0.440, -4.795, -0.513], [-3.652, -2.376, 2.786], [1.371, 0.312, 3.733], [3.362, 2.749, -0.401], [-3.325, -1.849, 0.670], [-2.598, -2.980, -0.462], [-3.407, -3.597, 0.962], [0.480, 5.362, -1.522], [-3.925, 2.010, -2.431], [2.087, -3.856, -0.150], [-1.606, 1.655, -4.014], [2.407, -3.801, 3.703], [3.626, 3.859, -4.517], [-1.247, -1.322, 5.147], [-2.978, -1.072, 3.753], [3.706, -4.308, -3.251]], "forces_ev_per_angstrom": [[0.849, -1.851, 0.220], [-0.046, -0.731, -0.496], [-0.272, -0.013, 0.117], [-0.221, -0.002, 0.034], [0.143, -0.275, 0.522], [0.487, 1.372, 0.808], [-1.011, 0.737, 0.529], [-0.119, 0.131, -0.143], [-0.744, 0.330, -0.256], [0.109, -0.679, -0.235], [0.683, 0.200, 0.255], [-0.023, -0.755, 0.213], [-0.021, 0.164, -0.132], [0.121, 0.052, 0.037], [-0.070, -0.074, -0.005], [0.040, 0.064, -0.056], [0.075, 0.022, 0.058], [-0.009, 0.030, 0.063], [-0.103, -0.098, 0.059], [0.014, -0.036, 0.104], [0.058, 0.221, 0.040], [-0.009, 0.004, 0.050], [-0.282, -0.326, 0.182], [-0.135, 0.075, -0.048], [-0.328, 0.305, -0.552], [0.427, 0.247, -0.595], [-0.023, 0.006, 0.072], [-0.156, -0.037, -0.007], [0.019, -0.054, -0.051], [0.022, -0.013, -0.009], [-0.787, 0.328, 0.304], [0.058, 0.051, 0.084], [0.636, 0.594, 0.273], [0.071, 0.088, -0.078], [-0.070, 0.103, -0.043], [0.852, -0.021, -1.596], [0.053, 0.067, -0.049], [-0.061, 0.051, -0.017], [0.275, -0.070, -0.040], [-0.144, 0.272, -0.025], [-0.030, 0.165, 0.111], [-0.342, -0.625, 0.091], [0.082, 0.162, -0.102], [0.015, -0.052, -0.085], [0.001, -0.077, 0.105], [0.000, -0.017, 0.051], [-0.152, -0.342, 0.382], [0.107, 0.081, 0.047], [0.122, -0.049, 0.031], [-0.062, 0.107, 0.298], [-0.060, 0.027, 0.156], [0.169, 0.108, -0.259], [-0.059, 0.186, 0.171], [-0.006, 0.022, 0.009], [-0.065, 0.036, -0.026], [-0.111, 0.004, -0.120], [0.084, 0.134, -0.058], [-0.076, -0.072, -0.167], [0.017, -0.018, 0.081], [-0.030, -0.050, 0.219], [0.044, 0.110, -0.063], [0.044, 0.026, 0.010], [-0.016, 0.021, -0.101], [-0.101, -0.085, 0.034], [0.112, -0.264, 0.029], [-0.248, 0.130, 0.104], [0.036, -0.107, -0.001], [-0.016, 0.115, -0.194], [-0.083, 0.005, -0.150], [0.011, -0.007, -0.057], [0.217, 0.151, 0.169], [0.167, 0.044, -0.139], [0.190, -0.057, 0.062], [0.010, -0.012, 0.022], [0.021, 0.071, -0.194], [-0.104, -0.091, -0.062], [-0.187, -0.109, 0.079], [0.095, 0.015, 0.018], [-0.150, 0.046, 0.112], [0.126, -0.013, 0.004], [-0.040, 0.008, -0.204], [-0.098, -0.201, 0.042], [0.169, -0.157, 0.104], [0.044, -0.019, -0.068], [-0.019, 0.026, -0.105], [0.041, -0.119, 0.064], [0.026, -0.074, -0.050], [0.158, -0.055, 0.065], [0.045, 0.027, 0.032], [-0.034, 0.024, 0.009], [0.105, 0.119, 0.015], [-0.107, -0.070, 0.039], [-0.003, -0.029, -0.073], [-0.097, 0.024, 0.010], [-0.210, -0.027, 0.014], [0.071, 0.090, 0.093], [-0.095, -0.024, -0.004], [-0.019, 0.019, -0.071], [-0.079, 0.002, 0.022], [0.038, 0.077, 0.069], [-0.079, 0.101, -0.046], [0.066, 0.018, -0.019], [-0.018, -0.055, -0.140], [-0.014, -0.010, -0.021], [0.035, 0.090, -0.074], [0.011, 0.030, 0.056], [-0.035, 0.057, 0.072], [0.012, -0.067, -0.040]], "lowdin_spin": [3.279, 0.001, -0.015, 0.001, 0.004, -0.097, -0.148, 0.001, 0.001, 0.002, 0.001, 0.000, 0.001, 0.000, -0.002, 0.002, 0.000, 0.000, -0.001, -0.001, 0.001, 0.000, -0.001, 0.009, 0.008, 0.006, 0.000, -0.002, 0.000, 0.000, -0.001, -0.001, 0.001, 0.001, 0.000, -0.076, 0.001, -0.001, 0.004, 0.002, 0.001, -0.012, 0.003, 0.000, -0.001, 0.000, 0.001, 0.000, 0.000, 0.010, -0.004, 0.013, 0.000, 0.000, 0.000, 0.000, 0.000, 0.000, 0.001, 0.000, 0.000, 0.000, 0.000, 0.000, 0.000, 0.000, 0.000, 0.000, 0.000, -0.001, 0.000, 0.000, 0.000, 0.000, 0.000, 0.000, 0.001, 0.000, 0.000, 0.000, 0.000, 0.000, 0.000, 0.000, 0.000, 0.000, 0.000, 0.000, 0.000, 0.000, 0.000, 0.005, 0.000, 0.000, 0.004, 0.000, 0.000, 0.000, 0.000, 0.000, 0.000, 0.000, 0.000, 0.000, 0.000, 0.000, 0.000, 0.000], "multiplicity": 4, "homo_energy_ev": [-13.43, -13.65], "gap_ev": [7.48, 8.34], "max_force_ev_per_a": 2.05, "s_squared": 4.0226, "total_charge": 2, "lumo_energy_ev": [-5.95, -5.31]}

=====

Record 2
{"formula": "H4N4", "method": "ωB97M-V/def2-TZVPD", "symbols": ["N", "N", "N", "N", "H", "H", "H", "H"], "coordinates": [[-0.002, -1.279, -0.244], [0.700, 1.064, -0.183], [-0.358, 0.116, -0.157], [-1.505, 0.375, -0.146], [-0.925, -1.567, -0.193], [0.513, -1.727, 0.592], [1.449, 1.078, 0.619], [0.129, 1.940, -0.288]], "forces_ev_per_angstrom": [[3.400, -0.630, 0.841], [1.133, 1.290, 0.473], [0.073, -0.625, 1.690], [-0.686, 1.249, -0.394], [-1.992, -1.607, -0.017], [-0.764, 1.619, -1.395], [-2.432, -0.390, -1.779], [1.267, -0.905, 0.581]], "mulliken_charge": [-0.594, -0.617, 0.753, -0.743, 0.344, 0.256, 0.269, 0.333], "homo_energy_ev": -8.60, "gap_ev": 9.48, "max_force_ev_per_a": 3.56, "lumo_energy_ev": 0.88}

=====

Record 3
{"formula": "C2H3N3O", "method": "ωB97M-V/def2-TZVPD", "symbols": ["O", "N", "N", "N", "C", "C", "H", "H", "H"], "coordinates": [[-0.023, -1.645, 1.447], [-0.139, -0.859, 0.567], [0.359, 0.992, -0.613], [-0.544, -1.092, -0.634], [0.246, 0.547, 0.784], [-0.161, 0.035, -1.275], [1.123, 0.833, 1.373], [-0.627, 1.181, 1.027], [-0.233, 0.007, -2.677]], "forces_ev_per_angstrom": [[-0.324, -1.918, 1.729], [0.066, 0.808, 0.294], [0.229, 0.174, -0.303], [0.069, -1.124, 0.844], [-0.418, 2.120, -2.722], [0.433, 1.493, -5.793], [-0.264, -0.938, 0.077], [0.103, -0.865, 0.940], [0.107, 0.251, 4.934]], "mulliken_charge": [-0.602, 0.960, -0.488, -0.589, -0.183, 0.085, 0.296, 0.257, 0.263], "homo_energy_ev": -9.92, "gap_ev": 9.45, "max_force_ev_per_a": 6.00, "lumo_energy_ev": -0.47}

=====

Record 4
{"formula": "C2H2FIS", "method": "ωB97M-V/def2-TZVPD", "symbols": ["I", "S", "F", "C", "C", "H", "H"], "coordinates": [[2.436, -0.730, 0.121], [-0.082, 2.396, 0.050], [-2.351, 0.100, 0.387], [0.282, -0.477, -0.104], [-0.206, 0.867, -0.027], [0.159, -1.145, -1.072], [-0.238, -1.011, 0.644]], "forces_ev_per_angstrom": [[-0.425, 0.380, 0.193], [-0.419, -1.641, -0.064], [2.277, 0.680, -0.460], [0.508, -1.738, -2.273], [-1.072, 0.870, -0.133], [-0.427, 2.145, 1.682], [-0.442, -0.697, 1.055]], "mulliken_charge": [0.138, -0.126, -0.661, -0.497, 0.427, 0.348, 0.370], "homo_energy_ev": [-9.92, -9.92], "gap_ev": [7.82, 7.81], "max_force_ev_per_a": 2.91, "lumo_energy_ev": [-2.10, -2.10]}

=====

Result set for energy relative to the best compared isomer or geometry (same formula, charge and spin): 210.9, 368.3, 443.2, 270.5 kJ/mol, one per record in the order listed.